Entry 1:
Entry from OMol25: a molecular structure, C9H41AsF6O11 in a non-equilibrium geometry (ωB97M-V/def2-TZVPD).

Cartesian coordinates (Å):
O1 -1.215 6.223 -1.657
H1 -1.790 6.978 -1.799
H2 -0.663 6.479 -0.914
H3 -0.594 6.203 -2.390
As1 2.910 9.532 -6.328
F1 4.245 8.391 -5.983
F2 3.973 10.509 -7.404
F3 1.568 10.738 -6.574
F4 1.803 8.700 -5.219
F5 3.472 10.528 -4.926
F6 2.425 8.564 -7.765
O2 6.655 17.071 -7.125
H4 6.756 16.121 -7.078
H5 7.335 17.414 -6.543
O3 -4.393 12.858 -6.586
H6 -5.029 13.555 -6.752
H7 -3.599 13.145 -7.035
O4 -2.447 7.388 -10.600
H8 -1.812 7.228 -9.902
H9 -2.429 6.590 -11.129
O5 -4.459 9.713 -3.253
H10 -5.404 9.827 -3.160
H11 -4.217 10.291 -3.977
O6 8.155 13.040 -1.642
H12 8.343 12.349 -1.007
H13 8.179 12.599 -2.491
O7 4.039 13.619 0.183
H14 4.986 13.740 0.256
H15 3.892 13.426 -0.743
O8 2.414 16.031 -8.130
H16 1.990 15.810 -7.301
H17 3.132 16.614 -7.884
C1 4.141 1.725 -1.688
C2 4.789 2.681 -2.717
C3 6.206 2.306 -3.179
O9 3.861 2.920 -3.711
H18 3.231 2.106 -1.226
H19 4.811 1.591 -0.839
H20 3.870 0.815 -2.223
H21 4.977 3.705 -2.395
H22 6.878 2.362 -2.323
H23 6.492 3.138 -3.823
H24 6.232 1.315 -3.632
H25 4.220 3.575 -4.314
C4 10.992 11.530 -8.757
C5 11.243 10.923 -7.361
C6 12.588 11.467 -6.803
O10 10.107 11.200 -6.522
H26 10.173 10.977 -9.218
H27 11.854 11.448 -9.418
H28 10.592 12.528 -8.575
H29 11.424 9.859 -7.511
H30 13.470 11.228 -7.397
H31 12.745 11.135 -5.777
H32 12.537 12.547 -6.667
H33 9.284 10.996 -6.971
C7 5.487 7.087 -12.942
C8 4.365 6.292 -13.568
C9 4.272 4.876 -12.947
O11 3.075 6.812 -13.419
H34 6.378 6.511 -13.190
H35 5.402 7.247 -11.868
H36 5.690 8.043 -13.424
H37 4.600 6.238 -14.631
H38 3.614 4.230 -13.530
H39 3.880 4.931 -11.932
H40 5.273 4.452 -13.028
H41 2.724 6.800 -12.525

Forces on the atoms, in the same order (eV/Å):
O 0.066 -0.219 0.269
H -1.185 0.853 -0.423
H 0.567 -0.052 1.328
H 0.643 -0.364 -1.423
As 0.526 1.876 -0.357
F -1.318 0.723 -0.315
F -0.979 -1.037 1.037
F 1.350 -1.391 -0.022
F 0.583 -0.189 -0.670
F -0.472 -0.924 -1.150
F 0.181 0.773 1.685
O -0.172 0.156 -0.117
H -0.024 -0.290 -0.028
H 0.152 0.120 0.142
O -0.090 -0.214 0.206
H -0.178 0.155 -0.036
H 0.276 0.009 -0.125
O -0.206 0.120 -0.009
H 0.219 0.061 0.189
H -0.002 -0.167 -0.179
O 0.198 -0.305 0.253
H -0.232 0.030 0.026
H 0.124 0.223 -0.274
O -0.080 0.249 0.137
H 0.065 -0.161 0.158
H -0.014 -0.091 -0.291
O -0.203 -0.011 0.246
H 0.264 0.048 -0.010
H -0.040 -0.053 -0.273
O -0.121 0.017 -0.220
H -0.098 -0.152 0.184
H 0.257 0.146 0.029
C 0.450 0.919 -0.297
C 0.827 0.825 1.513
C -0.935 -0.059 0.224
O -1.243 -0.742 -1.780
H -0.136 0.334 -0.392
H 0.206 -0.520 -0.247
H 0.275 -0.234 0.275
H -0.024 0.012 1.608
H -0.023 -0.235 0.057
H 0.323 -0.447 -0.506
H 0.283 0.158 -0.270
H -0.034 0.035 -0.180
C -0.727 -0.590 0.813
C 0.854 0.441 -1.220
C -1.248 0.535 1.134
O 1.320 -0.018 0.376
H -0.057 -0.101 -0.197
H -0.013 0.387 0.116
H 0.522 0.311 -0.408
H -0.459 -0.369 0.307
H -0.346 -0.205 -0.184
H 0.071 -0.464 -0.023
H -0.047 0.227 -0.405
H 0.102 -0.154 -0.290
C 0.582 0.130 -0.332
C -0.544 -1.179 1.418
C 0.897 0.250 -1.145
O -0.980 1.416 -1.140
H 0.295 -0.096 0.482
H -0.043 -0.181 0.008
H -0.517 0.170 -0.008
H -0.446 -0.102 -0.140
H -0.139 0.171 -0.040
H 0.372 -0.022 0.111
H -0.007 -0.397 0.608
H 0.529 -0.145 0.192



Entry 2:
Entry from OMol25: a molecular structure, C22H33BF17NO16S2Zr in a non-equilibrium geometry (ωB97M-V/def2-TZVPD).

Computed properties:
Relative energy (zero: lowest compared OMol25 entry of this formula, charge and spin) = 84.59 kcal per mole

Cartesian coordinates (Å):
Zr1 -1.754 1.185 1.055
N1 -1.732 2.945 0.060
S1 -1.652 4.509 0.457
O1 -2.677 5.419 0.040
O2 -0.347 4.986 0.816
F1 -2.192 4.250 1.980
S2 -1.600 3.447 -1.637
O3 -0.412 4.074 -2.099
O4 -2.880 3.757 -2.181
F2 -1.431 1.929 -2.112
B1 -0.103 0.162 -0.034
H1 -1.114 -0.092 -0.447
H2 0.743 -0.375 -0.581
H3 -0.095 1.278 -0.150
H4 -0.126 -0.036 1.064
O5 -3.852 0.932 0.333
C1 -3.941 0.209 -0.877
C2 -5.122 0.531 -1.831
O6 -6.257 0.889 -1.183
H5 -3.890 -0.866 -0.641
H6 -2.984 0.274 -1.425
H7 -5.278 -0.363 -2.461
H8 -4.795 1.261 -2.590
C3 0.068 3.873 5.955
C4 -0.173 3.136 4.639
O7 1.037 3.168 3.907
C5 1.032 2.746 2.646
O8 0.024 2.399 2.105
C6 2.423 2.927 2.018
F3 2.821 1.763 1.482
F4 2.277 3.742 0.991
F5 3.311 3.362 2.873
H9 -0.879 3.911 6.492
H10 0.500 4.863 5.820
H11 0.764 3.328 6.595
H12 -0.886 3.693 4.022
H13 -0.538 2.130 4.850
C7 -0.392 -5.984 -4.853
C8 0.290 -4.919 -5.686
O9 0.452 -3.693 -4.966
C9 1.398 -3.520 -4.084
O10 2.328 -4.259 -3.916
C10 1.186 -2.257 -3.217
F6 1.409 -2.536 -1.939
F7 2.031 -1.310 -3.639
F8 -0.061 -1.796 -3.333
H14 -0.661 -6.885 -5.396
H15 -1.224 -5.531 -4.307
H16 0.250 -6.300 -4.025
H17 -0.256 -4.642 -6.582
H18 1.301 -5.263 -5.920
C11 -0.150 -4.494 0.245
C12 -0.493 -3.131 0.793
O11 -1.421 -3.321 1.890
C13 -2.281 -2.405 2.185
O12 -2.281 -1.285 1.722
C14 -3.419 -2.888 3.085
F9 -3.474 -4.208 3.158
F10 -3.299 -2.330 4.290
F11 -4.568 -2.482 2.540
H19 -0.914 -4.886 -0.423
H20 0.034 -5.212 1.045
H21 0.800 -4.402 -0.285
H22 -0.930 -2.495 0.025
H23 0.418 -2.643 1.139
C15 3.043 -1.851 1.930
C16 3.181 -0.964 3.173
O13 2.303 -1.443 4.207
C17 1.095 -0.914 4.239
O14 0.523 -0.369 3.335
C18 0.385 -1.067 5.606
F12 0.165 0.160 6.073
F13 -0.784 -1.679 5.463
F14 1.135 -1.740 6.475
H24 2.769 -2.851 2.260
H25 3.955 -1.851 1.335
H26 2.276 -1.428 1.278
H27 3.112 0.098 2.954
H28 4.212 -1.044 3.521
C19 1.461 1.249 -5.465
C20 1.090 1.834 -4.119
O15 2.151 2.771 -3.782
C21 2.476 3.003 -2.538
O16 2.181 2.361 -1.568
C22 3.162 4.378 -2.352
F15 3.035 5.193 -3.401
F16 2.552 4.987 -1.337
F17 4.457 4.208 -2.073
H29 2.335 0.615 -5.344
H30 1.556 2.046 -6.199
H31 0.615 0.633 -5.782
H32 1.096 1.115 -3.298
H33 0.098 2.283 -4.090

Forces on the atoms, in the same order (eV/Å):
Zr -3.771 -2.494 -1.121
N 0.615 5.285 -4.355
S -0.501 3.178 7.429
O 1.185 -1.190 -1.250
O -0.299 -0.419 -1.577
F -0.249 -0.871 0.108
S -2.285 -4.736 -3.841
O -0.024 0.328 1.275
O 0.980 0.509 0.860
F 0.433 0.431 0.176
B 1.683 -1.039 -1.144
H -2.774 -1.031 -0.915
H 0.904 -0.481 -0.579
H 0.387 2.775 -0.245
H 0.156 -0.736 2.950
O 3.881 0.624 1.414
C 1.541 -1.215 0.252
C -1.860 0.638 0.044
O 1.097 -0.359 -0.168
H -0.961 -0.089 0.242
H -0.176 0.593 -0.428
H 0.306 -0.635 0.151
H 0.367 0.636 0.259
C 0.151 -0.582 0.027
C -1.018 1.339 0.680
O 1.526 -0.966 -1.164
C -0.101 1.344 2.901
O -0.991 -1.220 -1.003
C -0.782 -0.588 -1.712
F 0.214 -0.411 0.475
F 0.204 0.731 0.257
F 0.365 0.140 0.218
H 0.010 0.266 -0.026
H -0.301 0.097 -0.187
H -0.003 -0.150 -0.110
H -0.236 -0.261 0.254
H 0.261 -0.105 -0.397
C 0.066 0.555 1.309
C 1.145 -0.806 -0.140
O -1.438 1.135 0.157
C 0.489 -1.213 0.039
O 0.185 0.233 0.345
C -0.349 -0.151 -0.933
F 0.245 0.070 0.198
F 0.054 0.076 0.347
F 0.061 0.176 0.157
H -0.209 0.219 -0.243
H -0.459 -0.237 -0.520
H 0.349 -0.041 -0.273
H 0.001 -0.043 0.035
H -0.136 0.002 -0.427
C 0.357 -0.123 0.068
C 0.438 -0.066 -0.472
O 0.065 -0.750 0.187
C 0.339 0.670 -1.043
O -0.017 0.826 0.519
C -0.828 0.282 -0.342
F 0.310 -0.138 0.481
F 0.023 -0.306 0.142
F 0.129 0.148 0.140
H -0.010 0.000 0.033
H -0.146 0.047 0.076
H -0.149 -0.045 -0.228
H -0.212 0.049 0.189
H -0.250 0.122 0.383
C -0.418 0.969 0.000
C 1.381 -0.671 -1.239
O -0.090 0.963 0.706
C -0.034 -0.534 -0.218
O 0.014 0.408 -0.033
C 0.669 -0.418 -0.244
F -0.087 0.314 0.323
F -0.112 -0.099 -0.030
F -0.236 0.075 0.080
H 0.151 -0.127 -0.217
H 0.112 -0.178 0.196
H -0.158 -0.261 0.032
H -0.871 -0.039 0.147
H -0.267 -0.440 0.660
C -0.934 -0.117 0.584
C 0.656 -0.798 0.714
O -0.268 0.780 -0.803
C -0.984 0.121 0.556
O 0.243 -0.236 -0.156
C -0.418 0.046 -0.206
F 0.317 -0.282 -0.154
F 0.304 0.044 0.282
F 0.140 0.186 0.076
H 0.160 0.188 -0.386
H 0.380 -0.072 -0.033
H 0.118 -0.142 -0.076
H -0.085 -0.333 -0.309
H 0.328 0.626 -0.184



Entry 3:
Entry from OMol25: C5H5NO in the gas phase (ωB97M-V/def2-TZVPD).

Computed properties:
Relative energy (zero: lowest compared OMol25 entry of this formula, charge and spin) = 74.02 kcal per mole
SMILES = C#CC(=O)[C@H]1CN1

Cartesian coordinates (Å):
O1 -0.546 -1.090 1.680
C1 -0.627 -0.312 0.754
C2 -1.144 1.056 0.904
C3 -1.516 2.204 0.965
C4 -0.120 -0.605 -0.626
C5 1.329 -0.329 -0.799
N1 0.816 -1.686 -0.879
H1 -1.911 3.194 1.083
H2 -0.813 -0.358 -1.434
H3 1.889 -0.038 0.089
H4 1.639 0.155 -1.721
H5 1.005 -2.191 -0.014

Forces on the atoms, in the same order (eV/Å):
O 0.020 0.386 -0.376
C 0.122 -0.236 0.163
C -0.309 0.678 0.037
C 0.047 -0.817 0.083
C -0.244 0.180 0.047
C 0.169 0.395 -0.056
N -0.181 -0.096 0.158
H 0.198 -0.241 -0.085
H 0.230 -0.022 0.193
H -0.088 -0.041 -0.126
H 0.114 -0.284 0.063
H -0.079 0.098 -0.103



| no. | total energy (eV) | HOMO-LUMO gap (eV) |
| --- | --- | --- |
| 1 | -109661.8803 | 6.2466 |
| 2 | -127416.8121 | 3.2427 |
| 3 | -8800.2094 | 10.2224 |